(1)
A cluster of 4 separate species, C32H55N2O13P in total in a non-equilibrium geometry, computed with ωB97M-V with the def2-TZVPD basis set.

Output
2S+1: 1
orbital gap: 7.19 eV
SMILES: CC(=O)OCc1c(CCCC(=O)O)cc2c(c1P(C)C)C(=O)N(CCC(N)=O)C2=O.COCCOC.COCCOC.COCCOC

Last column: Löwdin charge in e.
Element x y z (Å)
C (-2.7967, 7.8645, -0.6302)  0.0192
C (-3.3261, 6.6914, -1.4603)  -0.4972
O (-3.8047, 6.9063, -2.5439)  0.1294
O (-3.2170, 5.4132, -0.9720)  -0.0191
C (-1.8643, 5.0945, -0.6247)  -0.1644
C (-1.7271, 3.6784, -0.1231)  -0.1289
C (-2.4418, 3.2843, 0.9937)  -0.1501
C (-3.3568, 4.2414, 1.7464)  -0.1155
C (-2.5385, 4.9975, 2.8348)  -0.1573
C (-2.2885, 4.0689, 4.0423)  -0.1014
C (-1.7813, 4.8202, 5.2641)  -0.4975
O (-0.7705, 4.4821, 5.8192)  0.1234
O (-2.4531, 5.9341, 5.7180)  0.0814
C (-2.3361, 2.0123, 1.5060)  0.0425
C (-1.4992, 1.1277, 0.8924)  -0.0679
C (-0.7759, 1.5298, -0.2082)  -0.0796
C (-0.8675, 2.7841, -0.7679)  -0.2286
P (0.0588, 3.2973, -2.2702)  0.9581
C (1.7161, 3.9909, -1.8626)  -0.2736
C (0.1531, 1.9686, -3.5300)  -0.2903
C (0.0806, 0.3455, -0.6120)  -0.3480
O (0.9861, 0.2421, -1.3974)  0.1191
N (-0.3542, -0.7386, 0.1954)  0.0677
C (0.8038, -1.4221, 0.8515)  -0.1091
C (1.5037, -0.5382, 1.9161)  -0.0787
C (3.0176, -0.7518, 1.9423)  -0.4600
N (3.8372, 0.4102, 2.2718)  0.0911
O (3.5220, -1.8253, 1.7424)  0.1175
C (-1.2125, -0.3151, 1.2434)  -0.3545
O (-1.5733, -0.9689, 2.1870)  0.1384
H (-1.7576, 8.0144, -0.9369)  0.0949
H (-3.3964, 8.7530, -0.7885)  0.0894
H (-2.7688, 7.5676, 0.4241)  0.0749
H (-1.1754, 5.3007, -1.4467)  0.0813
H (-1.5537, 5.7433, 0.2113)  0.1174
H (-4.1552, 3.6298, 2.1740)  0.1212
H (-3.8116, 4.9860, 1.0972)  0.1034
H (-1.5887, 5.3370, 2.4120)  0.1186
H (-3.1166, 5.8811, 3.1191)  0.1140
H (-1.5552, 3.3053, 3.7963)  0.1185
H (-3.2489, 3.5963, 4.2841)  0.1285
H (-3.3758, 5.6708, 5.8344)  0.1152
H (-2.8760, 1.6941, 2.3910)  0.1378
H (2.0342, 4.5496, -2.7469)  0.0331
H (2.4869, 3.2570, -1.6116)  0.0327
H (1.5931, 4.7432, -1.0796)  0.0324
H (-0.7177, 1.3113, -3.4663)  0.0411
H (1.0546, 1.3532, -3.4745)  0.0284
H (0.1380, 2.4181, -4.5255)  0.0314
H (1.5260, -1.7546, 0.1069)  0.1203
H (0.4739, -2.3353, 1.3461)  0.1113
H (1.0654, -0.7346, 2.9005)  0.1202
H (1.3229, 0.5308, 1.7426)  0.1173
H (3.6324, 1.0898, 1.5385)  0.0790
H (3.4318, 0.8132, 3.1169)  0.0819
C (-0.9643, 0.9203, -8.6372)  -0.1097
O (-1.0705, -0.4876, -8.4931)  -0.1904
C (-0.5243, -0.9676, -7.2765)  -0.2051
C (-1.5655, -1.1242, -6.1816)  -0.2008
O (-2.1651, 0.1108, -5.8191)  -0.2061
C (-3.3814, 0.3640, -6.5046)  -0.1083
H (-1.7097, 1.2380, -9.3649)  0.0902
H (-1.1428, 1.4458, -7.6977)  0.0794
H (0.0305, 1.1824, -9.0120)  0.0885
H (0.2972, -0.3239, -6.9437)  0.1246
H (-0.1017, -1.9553, -7.4859)  0.1257
H (-1.0647, -1.5077, -5.2880)  0.1243
H (-2.3333, -1.8470, -6.4751)  0.1264
H (-4.2079, -0.1519, -6.0046)  0.0888
H (-3.3428, 0.0472, -7.5477)  0.0827
H (-3.5658, 1.4372, -6.4729)  0.0913
C (0.7307, -5.6878, 3.9997)  -0.1084
O (0.9354, -4.2901, 3.8537)  -0.2027
C (-0.2030, -3.5158, 4.1972)  -0.1987
C (-0.1672, -3.0197, 5.6323)  -0.1983
O (-0.1830, -4.0783, 6.5771)  -0.1897
C (1.1121, -4.4608, 7.0104)  -0.1118
H (1.7080, -6.1600, 4.0914)  0.0906
H (0.1387, -5.9272, 4.8842)  0.0832
H (0.2282, -6.0853, 3.1121)  0.0907
H (-1.1235, -4.0747, 3.9992)  0.1337
H (-0.2043, -2.6445, 3.5362)  0.0879
H (-1.0674, -2.4244, 5.8093)  0.1271
H (0.7030, -2.3757, 5.7994)  0.1255
H (1.4539, -3.7918, 7.8075)  0.0883
H (1.8413, -4.4494, 6.1989)  0.0819
H (1.0467, -5.4740, 7.4052)  0.0898
C (5.6820, -5.6990, -0.1204)  -0.1078
O (5.0370, -5.4283, -1.3557)  -0.1903
C (4.2204, -6.4941, -1.8071)  -0.2087
C (2.7643, -6.3324, -1.4048)  -0.2060
O (2.5841, -6.3415, 0.0013)  -0.1919
C (2.5602, -5.0408, 0.5733)  -0.1065
H (5.9571, -4.7453, 0.3274)  0.0913
H (5.0354, -6.2396, 0.5721)  0.0822
H (6.5909, -6.2845, -0.2954)  0.0872
H (4.6154, -7.4556, -1.4615)  0.1254
H (4.2730, -6.4928, -2.9008)  0.1236
H (2.2037, -7.1843, -1.8013)  0.1235
H (2.3419, -5.4191, -1.8368)  0.1259
H (1.5580, -4.6085, 0.4759)  0.0845
H (3.2843, -4.3691, 0.1111)  0.0798
H (2.8000, -5.1326, 1.6312)  0.0866



(2)
A structure of composition CH2N2O4 in a non-equilibrium geometry, computed with ωB97M-V with the def2-TZVPD basis set.

Output
2S+1: 1
orbital gap (spin up / spin down): 9.34 / 9.34 eV
ΔE to the lowest compared entry with this formula, charge and spin: 400.18 kJ/mol

Last column: Löwdin charge in e.
Element x y z (Å)
C (0.3614, 0.7409, 0.0074)  -0.1554
N (-0.4483, -0.9928, 0.4240)  0.0370
N (0.5928, 0.7614, -1.4425)  -0.3956
O (-0.1475, 1.4150, -2.1481)  0.1180
O (0.7059, 1.4683, 0.8762)  0.1886
O (1.4505, 0.0462, -1.8152)  0.1523
O (-0.7947, -0.9415, 1.8450)  -0.1352
H (-1.3982, -0.7212, 0.1193)  0.0761
H (-0.3219, -1.7763, 2.1338)  0.1142



(3)
A structure of composition CH3BBr2O2 in a non-equilibrium geometry, computed with ωB97M-V with the def2-TZVPD basis set.

Output
2S+1: 1
orbital gap (spin up / spin down): 7.09 / 7.09 eV
ΔE to the lowest compared entry with this formula, charge and spin: 372.50 kJ/mol

Last column: Löwdin charge in e.
Element x y z (Å)
B (0.7783, -0.8737, 0.1471)  -0.3542
C (-1.0232, 1.2981, 0.2044)  -1.0261
O (0.9331, -1.3744, 1.3608)  0.2262
O (1.3131, -0.8843, -1.0869)  0.1988
Br (-1.0532, 2.0797, -1.6919)  0.3469
Br (-2.7405, 0.3971, 0.4653)  0.4184
H (-0.7909, 2.0852, 0.9365)  -0.0520
H (1.6969, -1.9051, 1.5997)  0.1307
H (0.8863, -0.8227, -1.9350)  0.1113



(4)
A cluster of 2 separate species, C5H12N2O in total in a non-equilibrium geometry, computed with ωB97M-V with the def2-TZVPD basis set.

Output
2S+1: 1
orbital gap: 3.41 eV
ΔE to the lowest compared entry with this formula, charge and spin: 687.54 kJ/mol

Last column: Löwdin charge in e.
Element x y z (Å)
C (-2.8646, 1.0406, 0.7511)  -0.1787
N (-2.9566, -0.1066, -0.1245)  -0.0643
C (-3.6632, -0.0323, -1.3581)  -0.1984
C (0.0914, -0.4852, 0.0090)  -0.1220
C (1.4417, -0.7120, -0.4756)  -0.0062
C (2.5171, -0.0785, 0.2484)  -0.5719
N (3.8055, -0.5026, -0.0739)  0.1276
O (2.4208, 0.6801, 1.2109)  0.0243
H (-3.7577, 1.6763, 0.7737)  0.0753
H (-2.0163, 1.6749, 0.4766)  0.0747
H (-2.6886, 0.6784, 1.7687)  0.0718
H (-4.6267, -0.5615, -1.2640)  0.0867
H (-3.0300, -0.5982, -2.0566)  0.0742
H (-3.8994, 0.8845, -1.9231)  0.0744
H (-0.5000, -1.3772, -0.2022)  0.0764
H (-0.4213, 0.3406, -0.5430)  0.0971
H (-0.0538, -0.1725, 1.0364)  0.0879
H (1.7966, -1.4512, -1.1762)  0.0956
H (3.9736, -1.0323, -0.8998)  0.0749
H (4.5557, 0.0472, 0.3176)  0.1006